{"formula": "C33H71IN24O15", "method": "ωB97M-V/def2-TZVPD", "homo_lumo_gap_ev": 8.38, "smiles": "C#C[C@@H]1C(=O)O[C@@](C[C@H](C)I)(c2cccnc2)[C@@]1(N=C=O)OC[C@H](C)CC(C)C.NC(N)=O.NC(N)=O.NC(N)=O.NC(N)=O.NC(N)=O.NC(N)=O.NC(N)=O.NC(N)=O.NC(N)=O.NC(N)=O.NC(N)=O", "energy_ev": -109939.8339, "e_lumo_ev": -0.87, "species": ["C", "C", "C", "C", "O", "O", "C", "C", "C", "C", "I", "C", "C", "C", "C", "N", "C", "C", "N", "C", "O", "O", "C", "C", "C", "C", "C", "C", "C", "H", "H", "H", "H", "H", "H", "H", "H", "H", "H", "H", "H", "H", "H", "H", "H", "H", "H", "H", "H", "H", "H", "H", "H", "H", "H", "H", "C", "O", "N", "N", "H", "H", "H", "H", "C", "O", "N", "N", "H", "H", "H", "H", "C", "O", "N", "N", "H", "H", "H", "H", "C", "O", "N", "N", "H", "H", "H", "H", "C", "O", "N", "N", "H", "H", "H", "H", "C", "O", "N", "N", "H", "H", "H", "H", "C", "O", "N", "N", "H", "H", "H", "H", "C", "O", "N", "N", "H", "H", "H", "H", "C", "O", "N", "N", "H", "H", "H", "H", "C", "O", "N", "N", "H", "H", "H", "H", "C", "O", "N", "N", "H", "H", "H", "H"], "positions_angstrom": [[2.002, -0.107, 3.366], [1.260, 0.218, 2.191], [0.121, 0.353, 1.016], [-0.972, -0.898, 1.208], [-1.406, -1.427, 2.355], [-1.298, -1.176, -0.202], [-0.203, -0.892, -1.188], [0.594, -2.284, -1.599], [0.795, -3.340, -0.364], [2.243, -3.160, 0.444], [0.945, -5.350, -1.324], [-1.032, -0.584, -2.590], [-2.641, -0.815, -2.657], [-3.190, -0.487, -4.153], [-2.168, -0.005, -5.291], [-0.704, 0.267, -5.265], [-0.249, -0.053, -3.884], [0.706, 0.360, -0.552], [2.169, 0.001, -0.295], [2.947, 0.230, -1.403], [3.474, 0.372, -2.637], [0.381, 1.648, -1.184], [0.934, 2.794, -0.446], [1.013, 4.192, -1.361], [-0.570, 4.498, -1.791], [1.962, 3.854, -2.690], [3.181, 4.938, -2.864], [4.253, 4.529, -4.077], [4.115, 5.114, -1.502], [2.476, -0.182, 4.458], [-0.535, 1.261, 1.362], [-0.106, -2.814, -2.409], [1.619, -2.110, -2.135], [-0.106, -3.423, 0.378], [2.429, -4.174, 1.000], [3.050, -3.009, -0.424], [2.164, -2.224, 1.158], [-3.351, -1.201, -1.812], [-4.338, -0.606, -4.398], [-2.659, 0.174, -6.367], [0.928, 0.092, -3.732], [2.056, 2.628, -0.073], [0.329, 3.093, 0.522], [1.432, 5.086, -0.723], [-0.837, 3.979, -2.806], [-1.215, 4.128, -0.873], [-0.669, 5.666, -1.844], [2.402, 2.765, -2.660], [1.314, 3.914, -3.684], [2.757, 6.018, -3.137], [4.795, 3.536, -3.708], [3.744, 4.422, -5.125], [5.122, 5.341, -4.152], [5.223, 5.452, -1.763], [3.686, 5.969, -0.797], [4.146, 4.084, -0.931], [3.942, -6.618, 2.425], [3.419, -5.518, 2.348], [4.301, -7.173, 3.597], [4.207, -7.375, 1.345], [4.733, -8.077, 3.681], [4.119, -6.636, 4.435], [3.953, -6.995, 0.443], [4.638, -8.283, 1.388], [-2.408, 7.664, -3.203], [-1.741, 7.343, -2.233], [-3.381, 6.885, -3.707], [-2.229, 8.827, -3.856], [-3.941, 7.132, -4.506], [-3.549, 6.000, -3.245], [-1.506, 9.443, -3.509], [-2.768, 9.109, -4.657], [-2.907, 9.927, 0.017], [-2.254, 10.558, -0.800], [-3.261, 8.643, -0.170], [-3.331, 10.461, 1.177], [-3.799, 8.108, 0.490], [-2.962, 8.204, -1.031], [-3.085, 11.425, 1.357], [-3.869, 9.957, 1.862], [-4.231, 2.838, 2.214], [-4.754, 3.938, 2.137], [-3.873, 2.284, 3.386], [-3.966, 2.081, 1.134], [-3.441, 1.379, 3.470], [-4.054, 2.820, 4.224], [-4.220, 2.462, 0.231], [-3.536, 1.173, 1.177], [0.732, -9.169, 5.073], [1.106, -9.299, 6.229], [-0.472, -9.590, 4.647], [1.492, -8.593, 4.124], [-0.797, -9.492, 3.700], [-1.075, -10.029, 5.330], [2.406, -8.263, 4.403], [1.202, -8.478, 3.168], [0.385, -5.168, 6.803], [1.243, -5.247, 7.668], [-0.066, -6.240, 6.126], [-0.186, -4.003, 6.448], [-0.771, -6.195, 5.410], [0.338, -7.137, 6.362], [0.125, -3.171, 6.933], [-0.894, -3.918, 5.738], [-1.964, 4.037, -7.378], [-2.488, 5.137, -7.455], [-1.606, 3.483, -6.206], [-1.699, 3.280, -8.458], [-1.174, 2.578, -6.122], [-1.787, 4.019, -5.368], [-1.953, 3.661, -9.360], [-1.269, 2.372, -8.415], [4.703, 2.919, 2.204], [3.864, 3.012, 1.323], [5.594, 1.912, 2.256], [4.814, 3.814, 3.202], [6.293, 1.817, 2.973], [5.545, 1.216, 1.523], [4.162, 4.588, 3.200], [5.498, 3.753, 3.937], [-4.879, -4.711, 0.071], [-5.381, -5.798, 0.314], [-3.647, -4.370, 0.488], [-5.514, -3.759, -0.635], [-3.217, -3.480, 0.298], [-3.134, -5.058, 1.024], [-6.445, -3.976, -0.968], [-5.118, -2.859, -0.846], [-2.774, -1.302, 7.539], [-2.645, -1.076, 6.346], [-2.176, -2.340, 8.151], [-3.524, -0.533, 8.349], [-2.270, -2.543, 9.132], [-1.602, -2.945, 7.578], [-3.991, 0.260, 7.928], [-3.641, -0.703, 9.333], [2.769, -7.018, -4.880], [3.436, -7.340, -3.909], [1.795, -7.798, -5.384], [2.948, -5.855, -5.533], [1.235, -7.550, -6.182], [1.628, -8.682, -4.922], [3.671, -5.239, -5.186], [2.408, -5.573, -6.334]], "atomic_forces_ev_per_a": [[-5.745, 2.652, -7.709], [4.172, -2.481, 8.205], [0.276, -0.877, 2.997], [0.440, -0.841, 2.950], [2.206, 3.259, -8.537], [0.952, -0.379, 2.406], [-0.353, -0.041, -1.912], [-0.901, -1.090, 0.209], [1.058, 0.678, 0.467], [-1.092, -0.234, -1.020], [-0.150, 0.819, 0.365], [-2.326, 1.221, -2.115], [2.983, 1.676, -4.732], [3.473, 0.135, 1.334], [-0.393, -0.210, 0.832], [-4.580, -2.723, 6.129], [-0.552, -0.317, 0.426], [-1.914, 0.460, 2.266], [3.780, 1.802, -7.412], [-1.761, -0.227, -4.037], [-3.570, -1.144, 10.199], [1.356, -1.496, 1.431], [2.215, 2.633, 1.353], [-1.228, -2.170, -1.041], [1.294, 0.826, 0.979], [0.189, 0.927, -0.415], [1.228, 0.784, -0.357], [0.215, -0.011, 0.957], [-0.260, 0.119, 0.043], [-1.208, 0.263, -3.266], [1.414, -1.399, -1.148], [1.510, 1.273, 1.880], [-1.918, -0.012, 1.141], [1.697, 0.292, -1.625], [-0.111, 2.315, -0.849], [-1.593, -0.249, 2.127], [0.379, -1.980, -1.424], [1.811, 0.925, -1.767], [2.749, 0.301, 0.417], [1.146, -0.389, 2.672], [-2.861, -0.268, -0.332], [-2.464, -0.155, -0.817], [0.803, -0.990, -1.941], [-0.743, -2.053, -1.133], [0.383, 0.901, 2.076], [0.958, 0.666, -2.116], [-0.134, -2.529, -0.222], [-0.777, 2.129, 0.154], [1.223, -0.131, 2.112], [0.647, -2.396, 0.593], [-1.244, 1.889, -1.115], [0.974, -0.005, 2.047], [-2.049, -1.609, 0.153], [-2.386, -0.821, 0.370], [0.789, -2.012, -1.371], [0.016, 2.164, -0.943], [-0.219, 0.601, -0.355], [-0.058, 0.005, 0.124], [0.123, -0.286, 1.612], [0.016, -0.425, -1.258], [0.033, 0.181, -0.035], [0.167, -0.127, -0.233], [0.086, -0.163, 0.236], [-0.058, 0.178, -0.014], [0.150, 0.330, -0.563], [0.088, 0.002, 0.394], [-0.885, -1.150, -0.002], [0.577, 0.913, -0.223], [0.159, -0.069, 0.089], [0.034, 0.340, -0.213], [-0.347, -0.108, 0.008], [0.093, -0.100, 0.160], [0.232, -0.264, -0.593], [0.136, 0.293, -0.166], [-0.406, -0.847, -0.381], [-0.263, 1.177, 1.297], [0.112, 0.137, -0.069], [0.222, -0.086, 0.411], [-0.111, -0.409, -0.042], [0.121, 0.074, -0.169], [-0.343, 0.764, 0.275], [-0.037, 0.077, -0.087], [0.225, -0.180, 1.320], [0.175, -0.548, -1.584], [-0.058, 0.078, 0.060], [0.098, -0.252, -0.340], [0.136, -0.163, 0.344], [-0.110, 0.136, 0.035], [0.352, -0.201, 0.191], [-0.016, 0.144, 0.263], [-1.449, -0.533, 0.038], [0.969, 0.443, -0.472], [0.077, -0.031, 0.165], [0.210, 0.146, -0.289], [-0.372, -0.017, -0.247], [0.062, 0.037, 0.149], [0.635, -0.557, 0.487], [0.030, 0.141, 0.050], [-0.210, -1.119, -0.394], [-0.546, 1.626, 0.027], [0.146, 0.038, 0.136], [-0.077, 0.123, 0.026], [0.148, -0.263, -0.413], [0.173, 0.076, -0.055], [-0.257, 0.678, 0.229], [-0.127, 0.157, -0.064], [0.138, -0.176, 1.317], [0.070, -0.534, -1.514], [0.019, 0.051, 0.054], [0.118, -0.199, -0.306], [0.120, -0.169, 0.362], [-0.036, 0.183, 0.033], [-0.413, -0.010, -0.404], [-0.112, 0.014, -0.172], [0.730, -1.193, -0.368], [-0.276, 1.162, 0.828], [-0.147, 0.024, -0.146], [0.023, 0.240, 0.337], [0.267, -0.293, 0.025], [-0.137, 0.003, -0.159], [-0.162, -0.860, 0.292], [-0.042, 0.004, -0.023], [1.291, -0.045, 0.578], [-1.106, 0.826, -0.897], [-0.017, -0.121, 0.086], [-0.183, 0.319, -0.226], [0.373, 0.116, 0.130], [-0.093, -0.213, 0.084], [0.107, -0.004, -0.500], [0.040, 0.038, -0.226], [0.682, -0.955, 0.244], [-0.945, 1.167, 0.487], [0.011, 0.037, -0.185], [-0.359, 0.015, 0.392], [0.170, -0.324, 0.212], [0.030, 0.022, -0.205], [0.443, -0.159, 0.641], [0.020, -0.034, 0.090], [-0.978, -1.167, -0.224], [0.540, 1.336, -0.414], [0.111, -0.042, 0.171], [0.048, 0.358, -0.210], [-0.306, -0.227, -0.149], [0.101, -0.058, 0.171]]}


{"formula": "C4H3OTl", "method": "ωB97M-V/def2-TZVPD", "multiplicity": 2, "homo_lumo_gap_ev": [6.92, 8.03], "s2": 0.766, "charge": 1, "energy_ev": -10923.9655, "e_lumo_ev": [-5.93, -5.85], "de_lowest_kcal_mol": 6.70, "species": ["C", "C", "C", "C", "O", "Tl", "H", "H", "H"], "positions_angstrom": [[-2.537, 0.487, 0.019], [-1.210, 0.560, 0.417], [-0.756, -0.612, 0.107], [0.333, -1.423, -0.085], [1.535, -0.974, -0.154], [2.038, 0.899, 0.112], [-3.319, 0.278, 0.757], [-2.844, 0.905, -0.944], [0.208, -2.510, 0.051]], "atomic_forces_ev_per_a": [[0.504, 2.423, 0.456], [-2.539, -1.600, -0.339], [1.362, 0.798, -0.157], [1.203, -1.591, 1.459], [-2.712, -5.576, -1.602], [2.035, 5.948, 0.798], [0.152, -0.403, -0.266], [-0.066, -0.336, 0.005], [0.061, 0.337, -0.355]]}